No. 1
ORCA calculation (wB97M-V/def2-TZVPD) on 18 unconnected molecules or ions with the total composition C25H27BCl52N2O7S2 in a non-equilibrium geometry.

Element x y z (Å)
1 C -4.46542 -2.74496 -0.76159
2 C -3.40065 -1.89823 -1.55482
3 C -3.07022 -0.54232 -0.81136
4 Cl -3.19149 -0.66293 0.98866
5 C -1.67725 0.01763 -1.30374
6 C -0.39553 -0.77478 -0.95034
7 B 0.21263 -0.46674 0.48869
8 O 1.26472 -1.28293 0.92652
9 O -0.19651 0.58086 1.32924
10 O -1.79606 -0.24216 -2.75211
11 S -1.98882 1.05244 -3.71674
12 O -3.18869 0.82892 -4.44421
13 O -0.76272 1.25358 -4.40433
14 O -2.21065 2.12433 -2.49333
15 C -1.66156 1.58902 -1.25900
16 N -0.37247 2.28863 -1.16099
17 C -0.33281 3.11262 -0.27029
18 S -0.27028 4.03400 1.00236
19 O -2.60603 2.12202 -0.25679
20 C -3.60687 2.80710 -0.81857
21 N -4.63273 3.19023 -1.09951
22 H -4.97632 -3.40530 -1.49462
23 H -3.96699 -3.30930 0.04687
24 H -5.24452 -2.04558 -0.38423
25 H -3.90248 -1.58765 -2.49931
26 H -2.50339 -2.49822 -1.78719
27 H -3.87331 0.15884 -1.13510
28 H -0.68877 -1.85416 -0.93631
29 H 0.37377 -0.70738 -1.75420
30 H 1.14864 -1.47144 1.87242
31 H -0.73516 0.26218 2.07137
32 C -2.66044 -6.56505 -0.83280
33 Cl -2.40554 -5.06613 -1.73505
34 Cl -1.71577 -6.55926 0.65832
35 Cl -4.37505 -6.79265 -0.48063
36 H -2.32093 -7.40149 -1.44737
37 C 0.72126 -4.58341 -3.90215
38 Cl 2.33666 -4.33970 -4.57662
39 Cl 0.81419 -5.44854 -2.36486
40 Cl -0.10795 -3.03452 -3.69805
41 H 0.14760 -5.18629 -4.59764
42 C -0.24332 3.22645 5.38856
43 Cl -0.30238 1.95219 4.16970
44 Cl -0.27198 2.53552 7.01391
45 Cl 1.19359 4.23016 5.16254
46 H -1.11794 3.85300 5.26822
47 C -2.72442 -10.99090 -0.52546
48 Cl -2.48125 -9.48063 -1.41847
49 Cl -1.77932 -10.98675 0.96516
50 Cl -4.43520 -11.23533 -0.17939
51 H -2.38018 -11.81188 -1.14523
52 C -6.91388 -13.79898 -2.30762
53 Cl -7.73074 -12.63128 -1.26266
54 Cl -5.22043 -13.35133 -2.53509
55 Cl -7.04287 -15.42828 -1.63929
56 H -7.40143 -13.78859 -3.27586
57 C 5.22171 -3.55649 -6.82040
58 Cl 5.17209 -4.85404 -8.01581
59 Cl 5.20936 -4.21779 -5.18222
60 Cl 6.64501 -2.53654 -7.06703
61 H 4.33624 -2.94258 -6.94647
62 C -4.15750 2.25448 5.46816
63 Cl -4.03016 0.93536 6.63335
64 Cl -3.40284 3.71612 6.11093
65 Cl -3.44377 1.79055 3.91091
66 H -5.20861 2.46608 5.30607
67 C -4.51192 -2.87623 4.11704
68 Cl -5.56562 -3.08287 5.52094
69 Cl -5.22318 -3.60491 2.66436
70 Cl -4.19151 -1.16013 3.84375
71 H -3.56807 -3.37104 4.31961
72 C -5.18949 -7.42581 5.40446
73 Cl -6.79084 -7.99942 5.88213
74 Cl -4.23839 -8.74323 4.70888
75 Cl -5.32352 -6.08348 4.26297
76 H -4.67792 -7.06887 6.29155
77 C 8.10794 -2.41606 -3.25491
78 Cl 7.29856 -1.23903 -2.21522
79 Cl 9.79392 -1.95749 -3.51982
80 Cl 8.00488 -4.03550 -2.55823
81 H 7.60272 -2.42657 -4.21527
82 C 12.29138 0.15921 -5.49548
83 Cl 13.66323 1.15301 -5.99547
84 Cl 11.68720 -0.79486 -6.85268
85 Cl 12.74577 -0.89242 -4.14980
86 H 11.49696 0.81677 -5.15984
87 C -8.12838 3.06842 0.28453
88 Cl -9.21973 4.19117 1.10420
89 Cl -7.40251 1.94856 1.44270
90 Cl -8.98256 2.18414 -0.98288
91 H -7.33181 3.64215 -0.17788
92 C 16.40551 -2.40558 -4.65251
93 Cl 16.35717 -3.71534 -5.83664
94 Cl 16.41713 -3.05350 -3.00770
95 Cl 17.81287 -1.37282 -4.92411
96 H 15.51220 -1.80234 -4.77685
97 C 4.19153 7.01246 3.72451
98 Cl 2.90494 8.22248 3.71983
99 Cl 3.86133 5.76000 4.92639
100 Cl 4.37984 6.29894 2.11959
101 H 5.12106 7.50317 3.99048
102 C 0.18881 11.42521 2.99768
103 Cl -0.60594 12.59242 4.06029
104 Cl 1.88132 11.85942 2.75482
105 Cl 0.05499 9.79191 3.65665
106 H -0.31015 11.44627 2.03480
107 C -2.92830 14.04084 6.90445
108 Cl -2.68156 15.55273 6.02320
109 Cl -1.96690 14.01955 8.38576
110 Cl -4.64015 13.80554 7.27028
111 H -2.59977 13.22168 6.27417
112 C 2.67731 13.54667 -1.04960
113 Cl 1.08736 13.04128 -0.46819
114 Cl 3.57848 12.16366 -1.67683
115 Cl 2.51915 14.79892 -2.28426
116 H 3.22876 13.96115 -0.21296

Cartesian forces, eV/Å:
C 0.28 0.74 -0.88
C -1.16 0.22 0.66
C 0.17 -0.35 -0.73
Cl 0.34 -0.01 -0.77
C -0.24 -0.46 -1.43
C -0.40 0.22 0.83
B 1.16 -0.21 0.68
O -1.49 -0.05 -0.20
O -0.61 -0.86 -0.41
O -0.03 1.42 -0.49
S 0.08 -1.89 0.53
O 0.13 0.78 0.38
O -0.30 0.59 0.40
O 0.43 -1.97 -0.69
C 0.09 2.18 -0.60
N -1.14 -1.34 0.27
C 0.67 0.95 2.11
S 0.13 -0.44 -1.33
O -0.19 0.36 -1.52
C 2.52 -2.40 2.20
N -2.20 1.42 -0.78
H 0.46 0.11 0.66
H -0.61 0.25 -0.36
H 0.52 -0.59 0.08
H 0.69 -0.27 0.49
H -0.44 0.46 0.14
H 0.66 -0.30 0.46
H 0.23 0.74 0.02
H -0.65 0.26 0.51
H 0.59 0.38 -0.24
H 0.18 0.31 -0.21
C -0.02 0.24 -0.07
Cl -0.13 -0.22 -0.02
Cl 0.00 -0.05 -0.09
Cl 0.09 0.02 -0.02
H -0.10 0.85 0.28
C 0.01 0.02 0.01
Cl -0.50 -0.10 0.20
Cl 0.26 -0.02 -0.12
Cl -0.04 -0.04 -0.06
H 0.02 0.06 0.07
C 0.28 -0.04 0.08
Cl 0.50 0.09 0.06
Cl 0.01 0.03 -0.07
Cl -0.28 -0.11 -0.03
H 0.12 -0.09 -0.02
C -0.15 -0.10 0.22
Cl 0.05 -1.00 -0.12
Cl 0.00 0.00 -0.11
Cl 0.18 0.23 0.16
H 0.00 0.09 0.02
C 0.03 -0.03 0.10
Cl 0.01 -0.02 -0.07
Cl -0.13 -0.22 -0.28
Cl -0.01 0.07 -0.06
H 0.04 0.01 0.08
C 0.06 -0.09 -0.04
Cl -0.03 0.08 0.06
Cl 0.48 0.10 -0.15
Cl -0.05 0.01 0.03
H 0.07 -0.04 0.02
C -0.03 -0.24 -0.03
Cl -0.01 0.12 -0.03
Cl -0.35 0.10 -0.01
Cl -0.46 0.43 0.10
H 0.09 -0.01 -0.01
C -0.14 0.10 -0.09
Cl 0.07 0.22 -0.03
Cl 0.08 0.38 -0.01
Cl -0.09 -0.43 0.30
H -0.10 -0.02 -0.03
C -0.05 -0.04 -0.10
Cl 0.07 0.04 0.03
Cl 0.00 0.05 0.05
Cl 0.07 -0.64 0.18
H -0.05 -0.04 -0.06
C 0.00 -0.01 0.05
Cl 0.00 -0.03 -0.08
Cl -0.19 -0.05 -0.02
Cl -0.01 0.05 -0.06
H 0.03 -0.02 0.08
C 0.04 -0.03 -0.12
Cl -0.06 -0.02 0.05
Cl -0.01 0.05 0.08
Cl 0.14 0.06 -0.01
H 0.06 -0.07 0.00
C 0.00 0.01 -0.04
Cl 0.05 -0.01 -0.02
Cl 0.05 0.02 -0.03
Cl 0.06 0.04 0.04
H -0.02 -0.09 0.03
C 0.06 -0.04 0.00
Cl -0.04 0.07 0.04
Cl -0.06 0.07 -0.08
Cl -0.08 0.00 0.01
H 0.07 -0.05 0.03
C -0.09 0.01 -0.05
Cl 0.17 -0.10 0.01
Cl 0.27 0.16 -0.02
Cl 0.03 0.03 0.06
H -0.07 -0.05 -0.02
C 0.07 -0.03 0.05
Cl 0.00 0.04 -0.07
Cl -0.03 -0.06 0.10
Cl -0.12 0.11 -0.06
H 0.04 0.00 0.08
C -0.03 0.07 0.07
Cl 0.02 -0.10 -0.01
Cl -0.01 -0.03 -0.08
Cl 0.07 -0.03 -0.05
H -0.03 0.06 0.06
C 0.01 -0.04 -0.08
Cl -0.03 0.07 -0.10
Cl -0.02 0.06 0.07
Cl 0.02 -0.03 0.09
H -0.06 -0.04 -0.06

Properties
- LUMO: -0.01199 hartree
- HOMO: -10.14 eV

No. 2
ORCA calculation (wB97M-V/def2-TZVPD) on a single C3H4N2O molecule in a non-equilibrium geometry.

Element x y z (Å)
1 C 0.62420 1.30715 0.52037
2 C 0.06586 0.20451 -0.06898
3 N -0.08532 -0.38224 -1.26248
4 C -0.63220 -1.47750 -1.05044
5 N -0.68516 -1.89898 0.17701
6 O -0.37247 -0.68449 0.92558
7 H 1.25041 0.87152 1.56719
8 H -0.23667 1.76262 1.10166
9 H 1.14740 2.17417 -0.05006
10 H -1.07605 -1.87675 -1.85985

Cartesian forces, eV/Å:
C 2.54 4.61 4.78
C -1.77 -6.41 -1.18
N 3.18 9.17 0.57
C -0.97 -4.03 3.17
N -1.64 0.84 1.43
O 1.04 -0.85 -3.20
H -1.22 1.50 -3.42
H 0.86 0.02 -0.70
H -0.84 -2.09 0.84
H -1.18 -2.77 -2.28

Properties
- SMILES: Cc1ncno1
- Energy above the lowest of the compared OMol25 structures with the same formula, charge and spin: 86.6 kcal per mole
- LUMO: 0.01897 hartree
- HOMO: -9.83 eV

No. 3
ORCA calculation (wB97M-V/def2-TZVPD) on 2 unconnected molecules or ions with the total composition C5H7N2 in a non-equilibrium geometry.

Element x y z (Å)
1 C 3.45649 0.09016 -0.26367
2 C 2.27083 -0.01871 -0.24648
3 C -1.20380 -1.08451 -0.73091
4 C -1.41185 0.42113 -0.59024
5 C -0.03312 -0.53146 0.97730
6 N -0.41746 -1.48380 0.16302
7 N -0.99164 0.75591 0.78219
8 H 4.51155 0.33742 -0.62381
9 H -1.58481 -1.76851 -1.60910
10 H -0.78478 0.83875 -1.41550
11 H -2.48319 0.79591 -0.66386
12 H 0.71844 -0.81059 1.78372
13 H -0.28634 1.45155 0.99693
14 H -1.76032 1.00676 1.44043

Cartesian forces, eV/Å:
C 7.72 0.84 -1.34
C -5.39 -0.29 0.05
C -2.51 -0.15 -3.00
C -2.43 1.08 -1.80
C -0.44 -1.63 2.18
N 1.88 -0.85 1.42
N 2.41 -1.35 1.09
H -2.01 -0.36 0.99
H 0.69 1.70 1.94
H -0.33 0.36 1.02
H 1.38 -0.64 -0.43
H -1.43 1.49 -0.66
H 0.10 0.91 -1.06
H 0.36 -1.10 -0.40

Properties
- Energy above the lowest of the compared OMol25 structures with the same formula, charge and spin: 132.5 kcal per mole
- ⟨S²⟩: 2.03
- Spin multiplicity: 3
- LUMO (spin up / spin down): -0.12632 / -0.26508 hartree
- Charge: +1
- HOMO (spin up / spin down): -12.70 / -14.63 eV

No. 4
ORCA calculation (wB97M-V/def2-TZVPD) on 12 unconnected molecules or ions with the total composition C24H50BrF17N2O14 in a non-equilibrium geometry.

Element x y z (Å)
1 O -1.12512 -3.66034 3.98331
2 N -1.12733 -2.60554 3.40288
3 O -1.16529 -1.59808 4.34582
4 C 0.15186 -1.38676 4.94092
5 C 0.66232 0.13957 4.91716
6 C -0.30103 1.28070 4.31867
7 C 0.33765 1.63151 2.85743
8 F 1.57275 2.29231 3.14253
9 F 0.64447 0.38170 2.24999
10 C -0.71153 2.53222 2.04722
11 F -0.69423 3.82175 2.68979
12 F -2.06312 2.06844 2.21850
13 C -0.33704 2.80988 0.50962
14 F 1.04645 3.09887 0.43714
15 F -1.01134 4.03562 0.15826
16 C -0.85639 1.70641 -0.53341
17 F -2.08436 2.21889 -1.08383
18 F -1.18119 0.45074 0.03073
19 C 0.10889 1.45254 -1.79477
20 F 0.60309 2.68065 -2.35374
21 F -0.73832 0.90764 -2.82527
22 C 1.25835 0.35995 -1.56066
23 F 1.96585 0.49098 -0.34056
24 F 0.72750 -0.97705 -1.56738
25 C 2.39290 0.35577 -2.73801
26 F 2.83020 -1.01366 -2.82591
27 F 1.87718 0.72468 -4.00208
28 C 3.69978 1.20795 -2.37003
29 F 4.43317 1.35584 -3.59700
30 F 3.44655 2.51077 -1.90433
31 F 4.59556 0.52343 -1.49499
32 N -0.13740 2.38031 5.31164
33 C 0.85450 2.16045 6.38769
34 O 1.46270 3.02011 7.07619
35 C 1.01102 0.56172 6.43705
36 Br 2.97493 0.15871 6.66838
37 H 0.90020 -2.05583 4.36579
38 H 0.15354 -1.81123 6.01776
39 H 1.72365 0.02054 4.47679
40 H -1.38690 0.93800 4.35745
41 H -1.06685 2.66862 5.64462
42 H 0.37998 0.11639 7.28813
43 C -2.85605 -6.67231 3.51275
44 O -3.11855 -6.10890 4.79145
45 H -3.60615 -7.43453 3.30377
46 H -2.90935 -5.89316 2.74857
47 H -1.86451 -7.13074 3.50962
48 H -2.43870 -5.43868 4.95087
49 C -3.85165 -2.67684 5.57084
50 O -4.67364 -3.74406 5.12490
51 H -4.44894 -1.76525 5.61518
52 H -3.46376 -2.90444 6.56757
53 H -3.02602 -2.53439 4.87292
54 H -4.11250 -4.54023 5.09757
55 C -5.95659 -8.22771 6.02855
56 O -4.84191 -8.68313 6.78153
57 H -6.82995 -8.82394 6.29514
58 H -6.15114 -7.17777 6.25856
59 H -5.75114 -8.34406 4.96115
60 H -4.08511 -8.13929 6.52597
61 C 0.59656 6.30405 -3.49053
62 O -0.33835 6.29986 -2.41845
63 H 0.50711 7.24522 -4.03345
64 H 1.61104 6.21037 -3.09336
65 H 0.38241 5.47604 -4.16702
66 H -0.23867 5.45822 -1.95578
67 C 5.27723 1.63399 3.84520
68 O 5.02577 2.19424 5.12472
69 H 4.52622 0.86933 3.64227
70 H 5.21407 2.41390 3.08194
71 H 6.27041 1.17762 3.83071
72 H 5.70209 2.86611 5.27971
73 C 1.94743 0.26596 -7.47441
74 O 3.15985 0.15472 -6.74410
75 H 2.14278 0.02491 -8.51959
76 H 1.20984 -0.43437 -7.07365
77 H 1.56740 1.28836 -7.40423
78 H 2.95960 0.37266 -5.82506
79 C -6.30744 -5.94375 2.60148
80 O -6.53981 -5.40412 3.89137
81 H -7.06726 -6.69808 2.39278
82 H -6.37147 -5.14981 1.85218
83 H -5.32015 -6.40805 2.56783
84 H -5.85234 -4.73841 4.05299
85 C 0.25398 6.14353 -7.62977
86 O 0.32083 5.33219 -6.46614
87 H 1.22762 6.60685 -7.79394
88 H -0.00284 5.52580 -8.49455
89 H -0.49756 6.92197 -7.49001
90 H -0.55204 4.93600 -6.34542
91 C 6.97896 -0.16169 -6.96948
92 O 6.22825 -0.91749 -7.90492
93 H 7.92815 0.12319 -7.42460
94 H 6.42423 0.73985 -6.69634
95 H 7.17195 -0.76658 -6.07941
96 H 5.39539 -1.15436 -7.47488
97 C -3.72500 7.43295 -7.34573
98 O -2.51298 7.31875 -6.61423
99 H -3.52887 7.19309 -8.39122
100 H -4.46383 6.73326 -6.94699
101 H -4.10360 8.45561 -7.27470
102 H -2.71337 7.53568 -5.69424
103 C 2.95046 -4.40964 -3.41094
104 O 3.73644 -4.03587 -2.28937
105 H 3.42675 -5.25422 -3.90940
106 H 1.95108 -4.70265 -3.07874
107 H 2.88163 -3.57052 -4.10818
108 H 3.29395 -3.28850 -1.86733

Cartesian forces, eV/Å:
O 0.17 1.50 -1.86
N -0.20 -2.85 1.55
O 0.94 1.86 0.20
C 1.23 -0.84 0.42
C 0.73 -1.71 1.47
C 1.51 -1.00 1.48
C 0.19 -0.74 2.50
F -2.80 -1.26 -1.37
F -0.74 2.71 0.42
C -0.57 1.88 0.92
F 0.13 -3.07 -1.47
F 3.45 0.70 -0.78
C -0.54 2.46 0.22
F -2.91 -1.14 -0.02
F 1.69 -2.82 0.65
C -2.08 -0.19 -1.23
F 2.92 -1.27 1.37
F 1.09 2.80 -0.89
C -1.37 0.18 -2.23
F -0.89 -2.98 1.86
F 2.09 1.04 2.45
C 1.13 -2.08 0.05
F -1.79 0.14 -2.42
F 0.67 3.57 0.16
C 0.03 -1.84 -0.35
F -0.83 3.34 -0.06
F 1.11 -0.67 3.01
C 3.18 1.08 -1.12
F -1.91 -0.35 2.93
F 0.34 -3.49 -0.84
F -2.93 1.93 -2.04
N -0.14 -0.03 0.41
C 1.22 1.06 1.14
O -3.18 -3.60 -3.05
C 0.62 1.34 -0.98
Br -1.37 0.00 0.40
H -1.16 1.21 0.85
H -0.19 0.84 -1.69
H -2.05 0.89 0.09
H 1.58 0.38 -0.82
H 0.97 0.47 -0.10
H 1.03 0.61 -1.41
C 0.23 0.06 -0.17
O 0.05 0.30 0.41
H 0.07 0.09 0.16
H 0.03 -0.15 -0.13
H -0.05 -0.04 -0.15
H 0.10 -0.36 0.01
C -0.05 -0.19 -0.21
O 0.19 -0.16 0.02
H 0.00 -0.12 0.00
H 0.09 0.19 0.05
H -0.27 0.19 0.40
H -0.50 0.01 0.00
C 0.23 0.23 0.02
O 0.27 -0.11 0.10
H 0.16 -0.01 0.03
H -0.20 -0.02 -0.23
H -0.24 0.11 -0.07
H -0.19 -0.10 0.08
C -0.01 -0.37 0.21
O -0.18 -0.01 0.28
H -0.07 -0.11 0.09
H 0.11 0.06 -0.20
H 0.24 0.20 -0.11
H -0.09 0.26 -0.06
C 0.19 0.25 0.13
O 0.07 0.10 0.09
H 0.02 0.08 0.11
H 0.01 -0.17 -0.19
H -0.04 -0.10 -0.23
H -0.23 -0.14 0.05
C -0.03 0.06 0.23
O 0.24 -0.09 0.18
H 0.07 0.01 0.14
H -0.16 0.04 -0.17
H -0.16 -0.04 -0.15
H 0.17 -0.04 -0.28
C -0.03 0.29 0.33
O 0.07 -0.07 -0.13
H 0.05 0.07 0.05
H 0.04 -0.16 -0.22
H -0.06 -0.09 -0.29
H -0.40 -0.01 0.17
C -0.21 0.06 -0.06
O -0.01 -0.30 0.07
H -0.02 -0.17 0.10
H 0.06 0.16 -0.16
H 0.11 0.00 -0.21
H 0.18 0.18 -0.01
C -0.32 -0.11 0.04
O -0.08 -0.18 -0.07
H -0.12 -0.08 -0.04
H 0.16 0.08 0.14
H 0.16 0.18 0.12
H 0.10 0.17 -0.19
C -0.05 0.06 0.24
O 0.00 -0.02 0.24
H 0.08 0.01 0.13
H -0.15 0.06 -0.17
H -0.16 -0.06 -0.16
H 0.18 -0.07 -0.19
C -0.08 0.23 0.16
O 0.06 0.08 0.18
H 0.02 0.10 0.12
H -0.07 -0.07 -0.23
H -0.12 -0.14 -0.17
H 0.18 -0.19 -0.07

Properties
- SMILES: O=NOC[C@H]1[C@H](C(F)(F)C(F)(F)C(F)(F)C(F)(F)C(F)(F)C(F)(F)C(F)(F)C(F)(F)F)NC(=O)[C@@H]1Br.CO.CO.CO.CO.CO.CO.CO.CO.CO.CO.CO
- LUMO: -0.06126 hartree
- HOMO: -9.86 eV